Molecular formula: C53H54BBr2F8N9O17S
Method: DFT, the ωB97M-V functional and the def2-TZVPD basis

```
145
Properties=species:S:1:pos:R:3
C 1.491 2.418 1.277
C 1.715 0.891 1.353
B 2.733 0.414 0.241
O 4.090 0.445 0.515
N 2.184 -0.021 -1.075
N 3.123 0.480 -2.081
C 2.659 1.459 -2.740
C 1.521 2.345 -2.339
C 3.338 1.749 -4.054
C 2.105 -1.516 -1.230
O 2.636 -1.834 -2.480
C 2.954 -2.300 -0.173
O 4.104 -2.579 -0.448
C 2.500 -2.721 1.270
F 1.683 -1.846 1.870
F 3.626 -2.743 2.016
C 1.904 -4.134 1.417
F 0.576 -4.081 1.287
F 2.422 -4.972 0.519
C 2.179 -4.769 2.823
F 3.410 -5.236 2.906
F 1.346 -5.857 2.874
C 1.792 -3.892 4.036
O 2.607 -3.505 4.843
O 0.487 -3.595 4.109
C 0.592 -1.917 -1.330
C 0.465 -3.425 -1.553
F 0.028 -1.538 -0.146
O 0.147 -1.227 -2.443
C -1.218 -0.944 -2.700
C -1.057 -0.035 -3.984
C 0.129 -0.433 -4.850
F -0.076 0.026 -6.138
C -1.894 0.032 -1.734
C -3.318 0.444 -2.175
S -4.638 0.141 -0.964
C -4.062 0.994 0.417
N -2.895 0.935 0.925
N -2.846 1.785 1.981
C -4.016 2.305 2.072
O -4.830 1.876 1.131
C -2.105 -2.127 -3.134
Br -2.239 -2.582 -5.009
C -2.799 -2.960 -2.359
C -3.660 -4.084 -2.845
Br -2.752 -2.869 -0.459
H 2.419 2.983 1.297
H 0.879 2.687 0.427
H 0.921 2.712 2.152
H 2.017 0.594 2.353
H 0.737 0.449 1.177
H 4.314 1.372 0.653
H 1.932 3.150 -1.732
H 1.118 2.819 -3.227
H 0.775 1.855 -1.729
H 2.631 2.162 -4.762
H 4.206 2.384 -3.918
H 3.672 0.793 -4.433
H 2.778 -2.782 -2.540
H -0.056 -4.340 3.821
H 0.103 -3.612 -2.555
H 1.420 -3.934 -1.487
H -0.264 -3.863 -0.890
H -1.975 0.046 -4.550
H -0.831 0.972 -3.644
H 1.057 -0.060 -4.434
H 0.231 -1.508 -4.912
H -1.955 -0.314 -0.714
H -1.341 0.957 -1.678
H -3.619 0.041 -3.133
H -3.322 1.520 -2.283
H -4.217 3.001 2.859
H -4.254 -4.454 -2.021
H -3.017 -4.872 -3.221
H -4.359 -3.739 -3.593
C -3.382 5.656 -5.760
C -3.771 4.520 -5.063
C -3.069 4.124 -3.938
C -1.985 4.876 -3.523
C -1.581 6.007 -4.209
C -2.287 6.396 -5.335
N -1.247 4.475 -2.319
O -1.600 3.468 -1.736
O -0.321 5.175 -1.966
H -3.935 5.966 -6.636
H -4.624 3.944 -5.395
H -3.372 3.242 -3.396
H -0.730 6.582 -3.876
H -1.984 7.278 -5.880
C -1.847 5.015 2.335
C -2.519 6.039 2.991
C -2.709 7.258 2.360
C -2.224 7.430 1.077
C -1.547 6.423 0.412
C -1.359 5.209 1.049
N -2.444 8.715 0.396
O -3.023 9.586 1.009
O -2.035 8.826 -0.741
H -1.702 4.060 2.823
H -2.899 5.887 3.992
H -3.231 8.057 2.866
H -1.170 6.576 -0.588
H -0.834 4.409 0.542
C -10.816 -1.616 -1.759
C -9.572 -1.484 -1.158
C -8.493 -1.020 -1.891
C -8.681 -0.690 -3.220
C -9.911 -0.820 -3.838
C -10.984 -1.288 -3.098
N -7.543 -0.177 -3.994
O -6.473 -0.095 -3.424
O -7.735 0.137 -5.148
H -11.659 -1.975 -1.182
H -9.443 -1.741 -0.116
H -7.523 -0.915 -1.426
H -10.039 -0.562 -4.878
H -11.953 -1.394 -3.565
C 4.369 -7.303 6.102
C 4.480 -8.072 7.253
C 4.242 -7.502 8.493
C 3.892 -6.166 8.559
C 3.783 -5.384 7.424
C 4.025 -5.961 6.188
N 3.618 -5.565 9.873
O 3.740 -6.271 10.852
O 3.283 -4.400 9.900
H 4.550 -7.752 5.134
H 4.749 -9.117 7.185
H 4.327 -8.097 9.390
H 3.513 -4.341 7.491
H 3.944 -5.366 5.296
C 7.207 -0.817 3.178
C 6.954 -0.185 1.968
C 7.927 0.610 1.385
C 9.144 0.758 2.025
C 9.410 0.142 3.234
C 8.431 -0.650 3.812
N 10.186 1.585 1.400
O 9.918 2.131 0.350
O 11.254 1.672 1.969
H 6.447 -1.442 3.629
H 5.999 -0.317 1.477
H 7.734 1.102 0.443
H 10.364 0.271 3.722
H 8.626 -1.141 4.756
```

SMILES string: CCB(O)N(N=C(C)C)[C@@](O)(C(=O)C(F)(F)C(F)(F)C(F)(F)C(=O)O)[C@@](C)(F)O[C@](CCF)(CCSc1nnco1)/C(Br)=C(/C)Br.O=[N+]([O-])c1ccccc1.O=[N+]([O-])c1ccccc1.O=[N+]([O-])c1ccccc1.O=[N+]([O-])c1ccccc1.O=[N+]([O-])c1ccccc1
HOMO-LUMO gap, eV: 7.88
DFT total energy, eV: -277375.40835

Mulliken atomic charge list, values in e, 99 entries: number 1, C, carries -0.98; number 2, C, carries 0.17; number 3, B, carries 0.06; number 4, O, carries -0.35; number 5, N, carries 1.06; number 6, N, carries -1.04; number 7, C, carries -0.04; number 8, C, carries 0.60; number 9, C, carries -1.60; number 10, C, carries 0.34; number 11, O, carries -0.68; number 12, C, carries -1.31; number 13, O, carries -0.45; number 14, C, carries 1.78; number 15, F, carries -0.23; number 16, F, carries -0.37; number 17, C, carries 0.88; number 18, F, carries -0.28; number 19, F, carries -0.32; number 20, C, carries 0.52; number 21, F, carries -0.30; number 22, F, carries -0.35; number 23, C, carries 0.28; number 24, O, carries -0.48; number 25, O, carries -0.46; number 26, C, carries 1.34; number 27, C, carries -2.33; number 28, F, carries -0.46; number 29, O, carries 0.32; number 30, C, carries 2.27; number 31, C, carries -1.70; number 32, C, carries -0.27; number 33, F, carries -0.45; number 34, C, carries -0.26; number 35, C, carries -0.59; number 36, S, carries -0.10; number 37, C, carries 0.15; number 38, N, carries 0.40; number 39, N, carries -0.78; number 40, C, carries -0.02; number 41, O, carries -0.30; number 42, C, carries -0.91; number 43, Br, carries -0.05; number 44, C, carries 0.27; number 45, C, carries -1.71; number 46, Br, carries -0.06; number 47, H, carries 0.27; number 48, H, carries -0.19; number 49, H, carries 0.46; number 50, H, carries 0.40; number 51, H, carries -0.12; number 52, H, carries 0.25; number 53, H, carries 0.44; number 54, H, carries 0.74; number 55, H, carries -1.05; number 56, H, carries 0.39; number 57, H, carries 0.33; number 58, H, carries 0.45; number 59, H, carries 0.69; number 60, H, carries 0.40; number 61, H, carries 0.45; number 62, H, carries 0.70; number 63, H, carries 0.28; number 64, H, carries 0.71; number 65, H, carries 0.41; number 66, H, carries 0.00; number 67, H, carries 0.33; number 68, H, carries 1.26; number 69, H, carries -0.44; number 70, H, carries 0.58; number 71, H, carries -0.53; number 72, H, carries 0.49; number 73, H, carries 0.47; number 74, H, carries 0.34; number 75, H, carries 0.42; number 76, C, carries -0.47; number 77, C, carries -0.77; number 78, C, carries -0.13; number 79, C, carries 0.01; number 80, C, carries -0.57; number 81, C, carries -0.55; number 82, N, carries 1.11; number 83, O, carries -0.32; number 84, O, carries -0.64; number 85, H, carries 0.40; number 86, H, carries 0.46; number 87, H, carries 0.54; number 88, H, carries 0.51; number 89, H, carries 0.39; number 90, C, carries -0.86; number 91, C, carries -0.57; number 92, C, carries -0.49; number 93, C, carries -0.08; number 94, C, carries -0.89; number 95, C, carries 0.57; number 96, N, carries 1.05; number 97, O, carries -0.63; number 98, O, carries -0.62; number 99, H, carries 0.65